Density functional theory data (wB97M-V/def2-TZVPD) for C32H26IrN7O11Si as an isolated structure.

Summary:
energy	-77269.18452	eV
energy relative to the best compared isomer or geometry (same formula, charge and spin)	3.1	kcal per mole
strongest force on any atom	0.0203	Eh/bohr
⟨S²⟩	0.76
frontier orbital gap (spin up / spin down)	0.273 / 0.256	Eh
E_LUMO (spin up / spin down)	1.66 / 1.15	eV

ORCA input file:
```
! wB97M-V def2-TZVPD RIJCOSX def2/J DEFGRID3
* xyz -1 2
Ir -1.50 0.15 1.65
O -1.45 1.79 2.82
N -1.92 2.82 2.23
N -2.47 2.60 1.11
O -2.61 1.37 0.59
C -2.97 3.69 0.33
C -3.33 4.88 0.95
C -3.81 5.91 0.17
C -3.95 5.75 -1.20
C -3.59 4.55 -1.80
C -3.10 3.51 -1.03
H -3.21 4.98 2.02
H -4.09 6.85 0.64
H -4.34 6.57 -1.80
H -3.70 4.42 -2.87
H -2.82 2.56 -1.47
O -4.45 -2.14 3.28
C -3.66 -1.71 2.46
O -3.16 -0.52 2.55
C -3.36 -2.58 1.24
C -4.21 -3.66 1.08
C -4.10 -4.50 -0.01
C -3.15 -4.30 -0.98
C -2.27 -3.25 -0.82
C -2.34 -2.34 0.28
O -1.48 -1.38 0.33
N -1.25 -3.11 -1.87
O -1.52 -3.54 -2.98
O -0.18 -2.62 -1.58
N -5.02 -5.63 -0.15
O -5.85 -5.81 0.72
O -4.91 -6.33 -1.14
H -4.96 -3.83 1.84
H -3.07 -4.95 -1.84
O -0.76 -1.02 3.30
N -0.26 -2.17 3.26
C 0.52 -2.43 2.20
C 0.85 -1.35 1.36
N 1.63 -1.00 0.43
C 0.98 -3.78 2.01
N 1.35 -4.85 1.81
C 2.44 1.04 2.77
C 2.68 1.61 1.36
C 4.15 1.41 0.99
C 2.37 3.11 1.39
Si 1.44 0.84 0.17
O -0.05 1.16 0.58
C 2.69 -1.82 -0.11
C 3.55 -2.50 0.75
C 4.57 -3.27 0.22
C 4.74 -3.36 -1.15
C 3.87 -2.68 -2.00
C 2.84 -1.91 -1.48
C 1.72 1.31 -1.62
C 2.96 1.33 -2.28
C 3.06 1.76 -3.59
C 1.92 2.18 -4.27
C 0.69 2.16 -3.64
C 0.59 1.73 -2.32
H 3.02 1.61 3.50
H 2.76 -0.01 2.84
H 1.39 1.10 3.06
H 4.79 1.80 1.79
H 4.42 1.93 0.07
H 4.41 0.35 0.86
H 3.02 3.62 2.11
H 1.33 3.29 1.69
H 2.52 3.58 0.41
H 3.42 -2.41 1.82
H 5.23 -3.80 0.89
H 5.53 -3.97 -1.56
H 3.98 -2.77 -3.07
H 2.14 -1.42 -2.14
H 3.85 0.98 -1.77
H 4.02 1.76 -4.08
H 2.00 2.51 -5.30
H -0.20 2.47 -4.17
H -0.37 1.71 -1.82
*
```

Atomic partial charges in e from the Mulliken method, atoms 1 to 4: 3.494, -0.603, -0.442, 0.896

Density functional theory data (wB97M-V/def2-TZVPD) for C41H34N9O2S2Tl as an isolated structure.

Summary:
energy	-86940.35471	eV
strongest force on any atom	0.0110	Eh/bohr
frontier orbital gap	0.204	Eh
E_LUMO	-0.79	eV

ORCA input file:
```
! wB97M-V def2-TZVPD RIJCOSX def2/J DEFGRID3
* xyz 0 1
Tl 0.27 -0.31 0.82
O -1.04 -1.64 -3.55
C -0.83 -0.94 -2.55
N -1.26 -1.03 -1.31
C -2.31 -1.93 -0.98
C -3.35 -2.19 -1.88
C -4.45 -2.94 -1.53
C -4.51 -3.48 -0.25
C -3.49 -3.26 0.65
C -2.36 -2.48 0.32
N -1.26 -2.28 1.17
C -1.22 -2.78 2.41
O -2.12 -3.31 3.08
C 0.15 -2.73 3.06
C 0.26 -3.11 4.39
C 1.51 -3.16 4.98
C 2.62 -2.84 4.21
C 2.42 -2.45 2.90
N 1.21 -2.38 2.34
C 0.12 0.22 -2.86
C 1.10 -0.04 -3.82
C 1.91 0.97 -4.30
C 1.75 2.25 -3.79
C 0.79 2.47 -2.85
N -0.01 1.47 -2.40
H -3.28 -1.79 -2.89
H -5.25 -3.11 -2.24
H -5.37 -4.08 0.04
H -3.54 -3.68 1.64
H -0.64 -3.37 4.93
H 1.62 -3.44 6.02
H 3.63 -2.88 4.62
H 3.26 -2.17 2.27
H 1.15 -1.05 -4.20
H 2.65 0.76 -5.06
H 2.36 3.08 -4.12
H 0.61 3.44 -2.41
C 5.24 3.26 0.28
N 4.96 2.10 -0.54
C 5.31 1.95 -1.87
C 4.89 0.74 -2.26
N 4.27 0.14 -1.17
C 4.34 0.97 -0.07
S 3.94 0.68 1.52
C 3.73 -1.19 -1.24
C 4.52 -2.15 -1.85
C 4.02 -3.43 -1.98
C 2.76 -3.71 -1.50
C 2.04 -2.69 -0.91
N 2.50 -1.44 -0.79
H 6.04 3.83 -0.17
H 5.52 2.93 1.27
H 4.35 3.89 0.37
H 5.82 2.72 -2.43
H 4.97 0.25 -3.22
H 5.52 -1.89 -2.20
H 4.62 -4.21 -2.44
H 2.33 -4.71 -1.58
H 1.04 -2.85 -0.52
N -3.81 1.59 0.95
C -3.21 1.55 2.18
N -2.04 1.06 2.40
C -1.72 1.13 3.76
C -0.54 0.67 4.35
C -0.38 0.80 5.72
C -1.37 1.39 6.51
C -2.53 1.87 5.94
C -2.70 1.73 4.57
S -4.05 2.21 3.58
H -3.54 0.86 0.31
H -4.80 1.80 0.94
H 0.23 0.24 3.73
H 0.52 0.42 6.18
H -1.22 1.47 7.58
H -3.30 2.33 6.54
C -1.15 1.89 -1.52
C -2.26 2.50 -2.34
C -3.20 1.67 -2.93
C -4.23 2.21 -3.70
C -4.31 3.59 -3.87
C -3.38 4.42 -3.28
C -2.36 3.88 -2.51
H -1.48 0.98 -1.04
H -0.77 2.57 -0.77
H -3.13 0.59 -2.80
H -4.96 1.56 -4.16
H -5.11 4.01 -4.47
H -3.45 5.50 -3.40
H -1.64 4.54 -2.03
*
```

Atomic partial charges in e from the Mulliken method, atoms 1 to 4: 1.056, -0.755, -0.324, 0.665

- The highest energy belongs to which entry?
  C32H26IrN7O11Si

- What is the energy in the first record?
  -77269.18452 eV

- What is the strongest force on any atom in the first record?
  0.0203 Eh/bohr

- Among the records above, which one has the lowest energy?
  C41H34N9O2S2Tl